[1]
{
  "formula": "C14H18N2O4S3",
  "method": "ωB97M-V/def2-TZVPD",
  "fmax_ev_per_a": 1.122,
  "e_above_lowest_kj_mol": 15.5,
  "total_energy_ev": -58484.76886,
  "gap_ev": 8.93,
  "smiles": "CCN(CC)S(=O)(=O)c1ccc(NS(=O)(=O)c2cccs2)cc1",
  "spin_multiplicity": 1,
  "species": ["C", "C", "N", "C", "C", "S", "O", "O", "C", "C", "C", "C", "N", "S", "O", "O", "C", "C", "C", "C", "S", "C", "C", "H", "H", "H", "H", "H", "H", "H", "H", "H", "H", "H", "H", "H", "H", "H", "H", "H", "H"],
  "xyz": [[5.062, -2.080, 0.567], [3.899, -1.136, 0.276], [3.205, -1.502, -0.934], [2.367, -2.685, -0.931], [2.844, -3.692, -1.970], [2.697, -0.276, -1.932], [3.683, 0.763, -1.872], [2.373, -0.852, -3.202], [1.184, 0.320, -1.175], [1.265, 1.187, -0.103], [0.109, 1.611, 0.522], [-1.134, 1.150, 0.084], [-2.294, 1.541, 0.750], [-3.778, 1.626, -0.070], [-3.685, 2.584, -1.126], [-4.214, 0.302, -0.368], [-4.781, 2.274, 1.230], [-5.663, 1.590, 2.009], [-6.309, 2.427, 2.944], [-5.900, 3.721, 2.848], [-4.727, 3.950, 1.613], [-1.204, 0.278, -1.001], [-0.042, -0.129, -1.630], [5.736, -2.101, -0.284], [4.706, -3.090, 0.756], [5.606, -1.734, 1.442], [3.208, -1.111, 1.134], [4.283, -0.131, 0.102], [1.334, -2.393, -1.152], [2.385, -3.126, 0.069], [2.197, -4.566, -1.971], [3.863, -4.002, -1.756], [2.820, -3.224, -2.950], [2.233, 1.543, 0.213], [0.160, 2.301, 1.353], [-2.153, 2.327, 1.369], [-5.832, 0.536, 1.897], [-7.042, 2.082, 3.649], [-6.224, 4.560, 3.431], [-2.167, -0.064, -1.341], [-0.072, -0.779, -2.490]],
  "lowdin_charge": [-0.0711, -0.2739, -0.2611, -0.2527, -0.0708, 0.6664, -0.2834, -0.2734, -0.2705, -0.0519, -0.0063, -0.2812, -0.0564, 0.6131, -0.2767, -0.2724, -0.6270, -0.1319, -0.1657, -0.3836, 1.0501, -0.0035, -0.0461, 0.0815, 0.0671, 0.0736, 0.1222, 0.1031, 0.1039, 0.1220, 0.0741, 0.0716, 0.0628, 0.1149, 0.1153, 0.1044, 0.1194, 0.1077, 0.0686, 0.0996, 0.1179]
}

---

[2]
{
  "formula": "C30H45NO3P2PdS",
  "method": "ωB97M-V/def2-TZVPD",
  "fmax_ev_per_a": 5.289,
  "e_above_lowest_kj_mol": 91.6,
  "total_energy_ev": -72342.75798,
  "gap_ev": [6.80, 4.05],
  "spin_multiplicity": 5,
  "charge": 2,
  "species": ["Pd", "C", "C", "C", "C", "C", "C", "H", "H", "H", "C", "H", "H", "H", "C", "H", "H", "H", "C", "H", "H", "H", "C", "H", "H", "H", "C", "C", "C", "C", "C", "C", "C", "C", "H", "H", "H", "H", "H", "H", "H", "H", "H", "H", "H", "H", "P", "C", "C", "P", "C", "C", "C", "H", "H", "H", "H", "H", "H", "H", "H", "H", "H", "H", "H", "H", "H", "O", "C", "N", "S", "O", "O", "C", "C", "C", "C", "C", "C", "H", "H", "H", "H"],
  "xyz": [[1.201, 0.097, -3.087], [-0.903, -2.323, 2.388], [0.392, -2.393, 1.806], [0.507, -1.014, 3.649], [-0.826, -1.493, 3.537], [1.270, -1.612, 2.607], [-2.135, -2.955, 1.882], [-1.906, -3.777, 1.196], [-2.763, -2.222, 1.350], [-2.733, -3.354, 2.713], [-1.954, -1.186, 4.427], [-2.650, -0.477, 3.950], [-1.596, -0.741, 5.362], [-2.514, -2.103, 4.658], [1.041, -0.062, 4.634], [1.748, -0.559, 5.318], [0.229, 0.389, 5.217], [1.583, 0.749, 4.123], [2.711, -1.425, 2.387], [3.261, -1.479, 3.337], [2.926, -0.421, 1.963], [3.102, -2.180, 1.693], [0.785, -3.129, 0.590], [1.578, -3.859, 0.816], [1.177, -2.437, -0.174], [-0.069, -3.665, 0.162], [-0.589, 0.797, -3.482], [-1.482, -0.416, -3.478], [-1.292, -1.331, -4.708], [0.092, -1.461, -5.398], [1.345, -0.928, -4.733], [1.798, 0.426, -4.927], [0.910, 1.507, -5.493], [-0.503, 1.530, -4.828], [-1.989, -0.984, -5.497], [0.038, -1.045, -6.421], [-1.650, -2.344, -4.481], [-1.251, 1.145, -5.537], [-0.858, 1.484, -2.656], [-2.524, -0.044, -3.532], [-0.752, 2.579, -4.605], [1.410, 2.469, -5.298], [2.884, 0.566, -5.015], [0.829, 1.428, -6.588], [0.271, -2.542, -5.528], [2.152, -1.665, -4.594], [-2.078, -1.254, -1.724], [-3.392, -0.153, -1.096], [-3.101, -2.702, -2.179], [3.254, 0.590, -0.080], [1.622, 0.640, -0.965], [4.146, -0.329, -1.394], [3.894, 2.273, -0.414], [-3.136, 0.132, -0.051], [-4.371, -0.659, -1.109], [-3.444, 0.762, -1.702], [-2.598, -3.283, -2.958], [-4.099, -2.382, -2.510], [-3.184, -3.344, -1.286], [4.255, 2.306, -1.450], [4.732, 2.402, 0.287], [3.135, 3.044, -0.228], [0.881, 0.091, -0.359], [1.302, 1.693, -0.964], [4.821, -1.029, -0.891], [4.719, 0.386, -1.996], [3.428, -0.861, -2.036], [-2.295, 0.536, 1.664], [-1.425, 1.415, 1.875], [-0.327, 1.634, 1.104], [0.736, 2.686, 1.752], [1.925, 2.017, 2.268], [0.968, 3.843, 0.924], [-0.281, 3.048, 3.146], [0.037, 3.826, 4.255], [-0.891, 3.866, 5.305], [-2.061, 3.084, 5.256], [-2.333, 2.275, 4.150], [-1.435, 2.290, 3.077], [0.975, 4.382, 4.272], [-0.702, 4.497, 6.175], [-2.765, 3.106, 6.089], [-3.212, 1.632, 4.083]],
  "mulliken_spin": [0.3118, 0.3343, 0.3844, 0.2752, 0.3290, 0.2984, 0.0181, -0.0029, 0.0298, 0.0151, 0.0314, 0.0304, -0.0016, 0.0187, 0.0147, 0.0304, -0.0057, 0.0174, 0.0255, 0.0256, 0.0632, -0.0079, 0.0660, 0.0185, 0.0111, -0.0091, -0.0355, 0.1557, -0.0008, 0.0004, 0.0403, 0.0073, 0.0053, 0.0103, 0.0146, 0.0032, 0.0111, 0.0000, -0.0069, 0.0401, -0.0013, 0.0022, -0.0031, 0.0004, -0.0002, -0.0009, 0.5679, 0.0912, 0.0553, 0.2725, 0.0147, 0.1250, 0.0374, -0.0152, 0.0081, 0.0060, 0.0007, 0.0215, 0.0020, 0.0116, 0.0008, -0.0008, 0.1059, 0.0623, -0.0077, 0.0066, -0.0080, 0.0139, 0.0266, 0.0193, 0.0001, 0.0133, 0.0014, -0.0076, 0.0017, 0.0001, 0.0020, -0.0022, 0.0121, -0.0001, 0.0000, 0.0000, -0.0024]
}

---

[3]
{
  "formula": "C42H114N10O11",
  "method": "ωB97M-V/def2-TZVPD",
  "fmax_ev_per_a": 4.554,
  "e_above_lowest_kj_mol": 1002.6,
  "total_energy_ev": -82810.58356,
  "gap_ev": 8.82,
  "smiles": "COC[C@H](C)N.COC[C@H](C)N.COC[C@H](C)N.COC[C@H](C)N.COC[C@H](C)N.COC[C@H](C)N.COC[C@H](C)N.COC[C@H](C)N.COC[C@H](C)N.COCCNCCOC",
  "spin_multiplicity": 1,
  "species": ["C", "O", "C", "C", "C", "N", "H", "H", "H", "H", "H", "H", "H", "H", "H", "H", "H", "C", "O", "C", "C", "C", "N", "H", "H", "H", "H", "H", "H", "H", "H", "H", "H", "H", "C", "O", "C", "C", "C", "N", "H", "H", "H", "H", "H", "H", "H", "H", "H", "H", "H", "C", "O", "C", "C", "C", "N", "H", "H", "H", "H", "H", "H", "H", "H", "H", "H", "H", "C", "O", "C", "C", "C", "N", "H", "H", "H", "H", "H", "H", "H", "H", "H", "H", "H", "C", "O", "C", "C", "C", "N", "H", "H", "H", "H", "H", "H", "H", "H", "H", "H", "H", "C", "O", "C", "C", "C", "N", "H", "H", "H", "H", "H", "H", "H", "H", "H", "H", "H", "C", "O", "C", "C", "C", "N", "H", "H", "H", "H", "H", "H", "H", "H", "H", "H", "H", "C", "O", "C", "C", "C", "N", "H", "H", "H", "H", "H", "H", "H", "H", "H", "H", "H", "C", "O", "C", "C", "N", "C", "C", "O", "C", "H", "H", "H", "H", "H", "H", "H", "H", "H", "H", "H", "H", "H", "H", "H"],
  "xyz": [[7.742, 2.933, 5.609], [6.848, 1.890, 5.220], [6.294, 1.162, 6.248], [4.996, 0.381, 5.898], [5.018, -0.707, 4.886], [4.072, 1.319, 5.304], [7.456, 3.248, 6.613], [7.560, 3.654, 4.812], [8.715, 2.444, 5.650], [7.084, 0.528, 6.650], [6.077, 1.850, 7.066], [4.529, 0.089, 6.838], [5.260, -0.381, 3.875], [4.029, -1.162, 4.850], [5.675, -1.572, 4.980], [3.702, 0.686, 4.609], [4.618, 2.050, 4.870], [-5.287, 0.362, -2.671], [-4.333, 1.265, -3.327], [-4.613, 1.640, -4.682], [-3.412, 2.221, -5.485], [-2.372, 1.109, -5.640], [-2.859, 3.305, -4.806], [-5.248, -0.659, -3.052], [-6.274, 0.799, -2.824], [-5.205, 0.151, -1.605], [-4.979, 0.812, -5.289], [-5.344, 2.449, -4.718], [-3.672, 2.561, -6.488], [-1.968, 0.924, -4.645], [-1.543, 1.258, -6.332], [-2.948, 0.199, -5.805], [-1.865, 3.344, -4.977], [-3.080, 3.134, -3.835], [-10.794, -6.925, -0.405], [-9.803, -5.916, -0.419], [-8.644, -6.076, 0.468], [-7.365, -5.570, -0.161], [-6.816, -6.371, -1.389], [-6.311, -5.813, 0.765], [-10.315, -7.760, -0.917], [-11.683, -6.624, -0.959], [-10.935, -7.314, 0.604], [-8.685, -5.451, 1.360], [-8.504, -7.062, 0.911], [-7.468, -4.505, -0.370], [-5.742, -6.324, -1.571], [-7.440, -6.132, -2.250], [-7.090, -7.425, -1.333], [-5.439, -5.780, 0.257], [-6.429, -6.740, 1.149], [-3.784, 6.054, 7.884], [-3.366, 5.032, 7.081], [-4.008, 4.996, 5.724], [-3.526, 3.720, 4.969], [-4.032, 3.667, 3.528], [-3.966, 2.492, 5.647], [-3.823, 6.945, 7.258], [-3.064, 6.140, 8.698], [-4.757, 5.801, 8.305], [-5.088, 5.117, 5.806], [-3.554, 5.808, 5.156], [-2.438, 3.723, 5.033], [-4.612, 2.770, 3.313], [-3.124, 3.774, 2.934], [-4.783, 4.438, 3.355], [-3.660, 2.690, 6.589], [-3.418, 1.742, 5.251], [5.012, -7.285, -3.430], [5.242, -5.875, -3.214], [6.384, -5.772, -2.283], [6.368, -4.393, -1.464], [7.584, -3.949, -0.648], [5.224, -4.535, -0.537], [4.212, -7.639, -2.779], [5.916, -7.852, -3.210], [4.578, -7.333, -4.429], [6.307, -6.625, -1.609], [7.287, -5.728, -2.892], [6.022, -3.473, -1.935], [7.686, -4.677, 0.158], [7.316, -3.003, -0.178], [8.564, -3.929, -1.125], [4.354, -4.608, -1.046], [5.074, -3.656, -0.063], [-0.019, -5.419, -0.297], [0.381, -4.397, -1.112], [0.429, -4.581, -2.483], [-0.902, -4.728, -3.242], [-0.944, -4.509, -4.781], [-1.839, -3.768, -2.929], [0.869, -6.051, -0.310], [-1.006, -5.680, -0.678], [-0.256, -5.076, 0.710], [1.159, -3.891, -2.906], [0.941, -5.523, -2.676], [-1.273, -5.730, -3.024], [-0.568, -3.542, -5.115], [-1.939, -4.535, -5.224], [-0.214, -5.165, -5.256], [-1.797, -2.893, -3.433], [-1.684, -3.544, -1.956], [-9.500, -2.468, 6.206], [-9.588, -1.005, 6.331], [-8.399, -0.441, 6.784], [-8.671, 0.980, 7.304], [-9.377, 2.009, 6.462], [-7.459, 1.708, 7.806], [-8.500, -2.777, 5.900], [-10.211, -2.916, 5.512], [-9.615, -2.777, 7.245], [-8.127, -1.064, 7.637], [-7.787, -0.610, 5.898], [-9.404, 0.950, 8.111], [-9.452, 1.434, 5.539], [-8.869, 2.926, 6.163], [-10.364, 2.264, 6.849], [-6.791, 1.796, 7.054], [-7.754, 2.650, 8.020], [8.033, 2.131, 0.120], [9.087, 2.786, -0.634], [9.511, 1.980, -1.723], [10.069, 2.867, -2.922], [11.296, 3.606, -2.509], [9.152, 3.867, -3.259], [8.198, 1.095, 0.413], [7.111, 2.048, -0.455], [7.810, 2.707, 1.019], [10.327, 1.296, -1.493], [8.735, 1.367, -2.181], [10.215, 2.283, -3.830], [11.302, 4.495, -1.878], [11.839, 3.907, -3.405], [12.128, 2.940, -2.281], [8.746, 4.036, -2.349], [9.608, 4.738, -3.488], [5.491, 7.015, -9.124], [4.119, 6.917, -8.722], [3.941, 7.006, -7.361], [2.734, 6.105, -6.958], [1.547, 6.697, -7.778], [2.484, 6.169, -5.492], [5.507, 7.208, -10.196], [5.943, 6.066, -8.834], [6.074, 7.804, -8.649], [4.854, 6.769, -6.815], [3.776, 8.074, -7.225], [2.931, 5.056, -7.178], [1.396, 7.771, -7.672], [0.571, 6.213, -7.737], [1.894, 6.588, -8.806], [3.341, 6.157, -4.958], [1.973, 7.006, -5.251], [2.534, 0.389, -3.013], [1.538, 0.122, -1.947], [1.558, 1.133, -0.992], [0.545, 0.937, 0.126], [0.982, -0.196, 0.879], [0.133, -0.362, 2.092], [-1.279, -0.886, 1.773], [-1.811, -1.249, 2.992], [-2.802, -2.237, 2.928], [2.569, -0.459, -3.698], [3.461, 0.609, -2.485], [2.354, 1.285, -3.607], [1.582, 2.111, -1.473], [2.559, 1.159, -0.563], [-0.453, 0.815, -0.294], [0.515, 1.816, 0.771], [0.852, -1.099, 0.445], [0.032, 0.526, 2.717], [0.570, -1.170, 2.679], [-0.955, -1.756, 1.202], [-1.894, -0.332, 1.064], [-3.434, -2.078, 2.055], [-3.355, -2.371, 3.858], [-2.354, -3.177, 2.605]],
  "lowdin_charge": [-0.0636, -0.2192, -0.2287, -0.4202, -0.0936, 0.0294, 0.0827, 0.0950, 0.0894, 0.1233, 0.1128, 0.1317, 0.0886, 0.0833, 0.0776, 0.0445, 0.0664, -0.0679, -0.1983, -0.1971, -0.4727, -0.0706, 0.0323, 0.0793, 0.0820, 0.0778, 0.1164, 0.1201, 0.1318, 0.0737, 0.0768, 0.0673, 0.0774, 0.0711, -0.1099, -0.1910, -0.1783, -0.4349, -0.0623, 0.0042, 0.0783, 0.0899, 0.0820, 0.1197, 0.1200, 0.1392, 0.0696, 0.0671, 0.0738, 0.0614, 0.0715, -0.1578, -0.2172, -0.1251, -0.4397, -0.0593, 0.0301, 0.0849, 0.0913, 0.0856, 0.1243, 0.1193, 0.1290, 0.0729, 0.0752, 0.0703, 0.0607, 0.0697, -0.1070, -0.2120, -0.1433, -0.4016, -0.0704, 0.0019, 0.0790, 0.0794, 0.0851, 0.1124, 0.1156, 0.1231, 0.0733, 0.0710, 0.0736, 0.0591, 0.0607, -0.1077, -0.2096, -0.2043, -0.4528, -0.0685, 0.0152, 0.1025, 0.0900, 0.0864, 0.1310, 0.1155, 0.1288, 0.0724, 0.0811, 0.0699, 0.0807, 0.0687, -0.0611, -0.2254, -0.2152, -0.3975, -0.0837, 0.0204, 0.0768, 0.0849, 0.0846, 0.1200, 0.1300, 0.1271, 0.0722, 0.0727, 0.0779, 0.0492, 0.0534, -0.0833, -0.1808, -0.1898, -0.4576, -0.0999, 0.0213, 0.0816, 0.0814, 0.0841, 0.1180, 0.1161, 0.1346, 0.0919, 0.0737, 0.0733, 0.0645, 0.0714, -0.0840, -0.2141, -0.2560, -0.3708, -0.0612, 0.0208, 0.0886, 0.0888, 0.0828, 0.1149, 0.1271, 0.1323, 0.0777, 0.0722, 0.0664, 0.0558, 0.0592, -0.0571, -0.1890, -0.2791, -0.2173, -0.0531, -0.1856, -0.2635, -0.1772, -0.1040, 0.0831, 0.0769, 0.0791, 0.1152, 0.1100, 0.1125, 0.1270, 0.1009, 0.1169, 0.1176, 0.1098, 0.1227, 0.0831, 0.0940, 0.0777]
}

---

[4]
{
  "formula": "BCsH4",
  "method": "ωB97M-V/def2-TZVPD",
  "fmax_ev_per_a": 4.651,
  "e_above_lowest_kj_mol": 113.2,
  "total_energy_ev": -1286.53543,
  "gap_ev": 7.82,
  "spin_multiplicity": 1,
  "species": ["Cs", "B", "H", "H", "H", "H"],
  "xyz": [[-1.438, -1.628, -1.379], [0.275, 0.339, 0.260], [-0.544, 0.373, 0.961], [1.084, 1.003, 0.522], [0.692, -0.650, 0.372], [-0.069, 0.564, -0.737]],
  "lowdin_charge": [1.0389, -0.5704, -0.0917, -0.0820, -0.1238, -0.1710]
}